Record 1
This record from OMol25 describes 3 unconnected molecules or ions with the total composition C19H21N2O7P2. The level of theory is ωB97M-V/def2-TZVPD.

Element x y z (Å)
C -0.8351 1.5840 -1.9673
C -2.0951 0.6281 -2.1931
O -1.9204 -0.5283 -1.3204
C -1.8106 -0.1991 -0.0034
C -2.6094 0.8144 0.7007
C -2.3850 1.0481 2.1364
C -1.3859 0.2301 2.8129
N -0.6570 -0.6974 2.1084
P 0.5644 -1.6885 3.0021
O -0.2936 -3.0895 3.4449
O 0.9922 -0.8441 4.3601
C -0.7957 -0.9469 0.7573
P 0.3370 -2.2421 -0.0519
N 1.8146 -1.6395 0.0020
H -1.0938 2.2572 -1.1046
H 0.0633 0.9921 -1.6593
H -0.6284 2.1381 -2.9104
H -3.0308 1.2091 -2.0054
H -2.0973 0.2610 -3.2466
H -3.3739 1.3965 0.1341
H -2.9830 1.8167 2.6825
H -1.2293 0.4024 3.9072
H -1.1497 -3.1211 2.9695
H 1.8434 -1.2192 4.6938
H 0.0131 -2.3840 -1.4373
H 0.2647 -3.4743 0.6585
H 2.1817 -1.5229 -0.9463
C -3.3208 2.7448 -7.3711
C -2.5915 2.8102 -6.2588
C -3.2000 3.1851 -4.9630
O -2.5321 3.2467 -3.9456
C -4.6494 3.4832 -4.9488
C -5.3802 3.4182 -6.0601
C -4.7722 3.0429 -7.3582
O -5.4361 2.9814 -8.3696
H -2.8929 2.4732 -8.3278
H -1.5301 2.5952 -6.2501
H -5.0766 3.7551 -3.9916
H -6.4412 3.6337 -6.0681
C 5.0274 -2.1407 6.0140
C 6.3469 -2.0395 6.1619
C 7.2668 -2.2713 5.0234
O 8.4672 -2.1815 5.1563
C 6.6608 -2.6179 3.7164
C 5.3408 -2.7186 3.5714
C 4.4262 -2.4867 4.7085
O 3.2151 -2.5777 4.5727
H 4.3397 -1.9759 6.8341
H 6.8049 -1.7865 7.1097
H 7.3467 -2.7831 2.8954
H 4.8803 -2.9714 2.6244

Summary:
- HOMO level: -11.71 eV
- Net charge: +1

Record 2
This record from OMol25 describes C12H11NS in the gas phase. The level of theory is ωB97M-V/def2-TZVPD.

Element x y z (Å)
C 0.2071 -1.2817 4.3704
C 0.4032 -0.9213 2.9495
N -0.3801 -0.3071 2.0952
C 0.0923 -0.3874 0.7816
C -0.2627 0.2958 -0.4332
C 0.6148 0.1885 -1.5947
C 1.5758 -0.8101 -1.6757
C 1.9305 -1.4493 -0.5341
C 1.2716 -1.1714 0.6906
S 1.7380 -1.7992 2.2326
C 0.3682 0.9813 -2.8126
C -0.8141 1.6993 -2.9512
C -1.9717 1.6088 -1.9158
C -1.3928 1.2581 -0.5097
H -0.8959 -1.4396 4.5584
H 0.5812 -0.4217 4.9772
H 0.6755 -2.2045 4.5720
H 2.0082 -1.2464 -2.5919
H 2.6601 -2.2895 -0.6060
H 1.1613 1.0150 -3.6647
H -0.9501 2.2890 -3.9055
H -2.6553 2.4830 -1.7488
H -2.6299 0.7682 -2.3053
H -2.3531 0.9517 0.1146
H -0.9821 2.1907 -0.0930

Summary:
- SMILES: Cc1nc2c3c(ccc2s1)C=CCC3
- HOMO level: -7.78 eV

Record 3
This record from OMol25 describes 2 unconnected molecules or ions with the total composition C5H8N. The level of theory is ωB97M-V/def2-TZVPD.

Element x y z (Å)
C -0.9952 -0.5082 -1.5588
C 0.3454 -0.5317 -1.1004
C -1.8107 0.7255 -1.1332
C -1.0655 0.0388 -0.0895
C 1.9864 -0.8068 1.1502
N 0.3536 0.3938 0.0548
H -1.4634 -1.3431 -2.2851
H -1.5661 1.6964 -1.4108
H -2.8722 0.6157 -1.2920
H -1.5702 -0.6743 0.6540
H 2.4705 0.0353 1.5031
H 1.6267 -1.5012 1.7662
H 2.4829 -1.2648 0.1854
H 0.5315 1.3787 0.0791

Summary:
- HOMO level (spin up / spin down): -12.95 / -12.95 eV
- Net charge: +1

Record 4
This record from OMol25 describes a molecular structure, C13H20N4O7RhSSbSe4. The level of theory is ωB97M-V/def2-TZVPD.

Element x y z (Å)
Rh -0.5313 0.1189 0.5476
C 0.5960 0.3813 -6.8031
C -0.2493 0.1205 -5.5932
C -1.2195 1.0474 -5.2179
C -1.9383 0.8759 -4.0533
C -1.6976 -0.2337 -3.2530
C -0.7693 -1.1926 -3.6352
C -0.0425 -1.0051 -4.7983
S -2.7179 -0.2820 -1.7561
O -2.9318 1.1021 -1.3864
O -3.8488 -1.0232 -2.2402
N -2.0340 -1.0137 -0.5129
C -1.8879 -2.4188 -0.5506
C -0.3832 -2.8445 -0.4177
O -0.0583 -3.9370 -0.8573
O 0.3794 -2.0032 0.1354
H -0.0136 0.7460 -7.6304
H 1.1147 -0.5226 -7.1150
H 1.3431 1.1429 -6.5669
H -1.3966 1.9265 -5.8251
H -2.6545 1.6127 -3.7042
H -0.5674 -2.0430 -2.9885
H 0.7122 -1.7343 -5.0634
H -2.3054 -2.8268 -1.4830
H -2.4151 -2.8614 0.3109
Se 4.7716 0.8457 2.3048
Sb 2.9872 2.2495 1.3811
Se 1.2168 1.3607 0.1386
Se -0.1795 0.8048 -1.4207
Se 3.2003 3.4424 3.5664
O -2.5051 0.5520 2.2744
N -2.6362 1.7071 1.8271
O -3.6138 2.3765 2.0580
O -1.6806 2.1577 1.1592
N 2.4078 0.4311 4.7093
C 1.0761 1.0245 4.9127
C 0.3050 1.0191 3.5926
N 0.2412 -0.2847 2.9318
C 1.5535 -0.9275 2.8508
C 2.3230 -0.9385 4.1750
H 2.9792 0.4890 5.5557
H 2.9549 1.0349 4.0402
H 1.2266 2.0655 5.2141
H 0.5417 0.4572 5.6794
H 0.7672 1.7147 2.8737
H -0.7090 1.3748 3.7775
H -0.4334 -0.8903 3.4013
H 2.1323 -0.3955 2.0799
H 1.4342 -1.9488 2.4865
H 3.3411 -1.2845 3.9804
H 1.8145 -1.5697 4.9079

Summary:
- HOMO level (spin up / spin down): -1.16 / -1.17 eV
- Net charge: -2

Record 5
This record from OMol25 describes a molecular structure, C24H17FHfN4O8. The level of theory is ωB97M-V/def2-TZVPD.

Element x y z (Å)
Hf 0.0000 0.0000 0.0000
O 0.9616 4.2079 0.3714
C 0.4760 2.9697 0.5257
O 0.7402 2.0197 -0.1840
C -0.4295 2.6829 1.5926
C -0.8792 3.6018 2.5317
C -1.7600 3.1369 3.4979
C -2.1357 1.7971 3.4701
C -1.6128 0.9701 2.4713
N -0.7488 1.3821 1.5065
C -1.9508 -0.4623 2.3587
O -2.7478 -1.0020 3.1870
O -1.3458 -0.9675 1.3772
H 1.5341 4.0966 -0.4160
H -0.5542 4.6335 2.5067
H -2.1519 3.7988 4.2626
H -2.8221 1.3814 4.2024
C 0.7824 -3.9806 2.5193
C -0.1126 -4.5808 1.6557
C -0.7262 -3.8494 0.6161
C -0.4862 -2.4790 0.3733
N 0.4777 -1.9259 1.3404
C 1.0465 -2.6521 2.3233
C -1.3928 -1.8028 -1.0057
C -2.2328 -2.7416 -1.6714
C -3.0594 -2.4643 -2.7949
C -3.1288 -1.2023 -3.3732
C -2.3725 -0.1810 -2.8434
C -1.5678 -0.4659 -1.7434
H 1.2571 -4.5352 3.3193
H -0.3507 -5.6356 1.7766
H -1.3980 -4.4534 0.0287
H 1.7381 -2.1096 2.9600
H -2.3155 -3.7756 -1.3695
H -3.6588 -3.2710 -3.2160
H -3.7711 -1.0255 -4.2312
H -2.3935 0.8194 -3.2602
F 7.2622 -0.3864 1.8586
C 6.4696 -0.8583 0.8632
C 5.7089 0.0220 0.0964
N 4.9036 -0.4398 -0.9072
C 4.1119 0.5180 -1.6996
C 2.6423 0.2733 -1.5107
O 1.9360 -0.0077 -2.4657
O 2.0997 0.3646 -0.2817
C 4.8498 -1.7986 -1.1689
O 4.1448 -2.2302 -2.0668
N 5.5953 -2.6746 -0.4198
C 6.4015 -2.2223 0.5911
O 7.0578 -3.0112 1.2488
H 5.7673 1.0817 0.3154
H 4.3904 0.4272 -2.7727
H 4.3185 1.5656 -1.3882
H 5.5482 -3.6996 -0.6235
H 0.4810 -1.5480 -1.1051

Summary:
- HOMO level (spin up / spin down): -6.45 / -6.45 eV

Record 6
This record from OMol25 describes 6 unconnected molecules or ions with the total composition H13NO5. The level of theory is ωB97M-V/def2-TZVPD.

Element x y z (Å)
N -0.9666 -1.5929 -3.4023
H -1.0400 -1.5768 -4.4129
H -0.3641 -0.7287 -3.3305
H -0.3902 -2.3377 -3.2124
O 1.4219 -1.5694 -1.3514
H 2.0604 -1.6234 -0.6665
H 1.6031 -0.6125 -1.4921
O -1.8512 1.3993 2.1048
H -1.1086 0.8813 2.3304
H -1.7078 1.5138 1.2159
O -1.6038 -0.0600 -0.6224
H -0.9875 -0.7309 -0.6839
H -2.5712 -0.5900 -0.4528
O 1.5226 3.2967 1.4522
H 2.0348 3.6801 0.7506
H 1.0489 2.4989 1.0468
O 0.7081 -0.5509 3.2427
H 0.6236 -0.1760 4.1473
H 1.5676 -1.1208 3.3365

Summary:
- SMILES: N.O.O.O.O.O
- HOMO level: -10.28 eV

Record 7
This record from OMol25 describes 2 unconnected molecules or ions with the total composition C5H11NO. The level of theory is ωB97M-V/def2-TZVPD.

Element x y z (Å)
C -1.5915 -0.4305 -1.1403
C -1.1477 0.4082 0.0563
C 0.3764 0.4416 0.3003
C 0.7132 1.3910 1.4432
N 0.9001 -0.9006 0.5437
C 1.8658 -2.0748 -0.9832
O 1.5791 -1.5739 -1.9736
H -1.1015 -0.0931 -2.0604
H -1.3358 -1.4846 -1.0009
H -2.6760 -0.3580 -1.2881
H -1.4896 1.4457 -0.0847
H -1.6508 0.0528 0.9690
H 0.8332 0.8086 -0.6326
H 0.3597 2.4077 1.2443
H 0.2464 1.0372 2.3716
H 1.7961 1.4183 1.5947
H 0.4211 -1.4169 1.2649
H 1.9063 -1.0931 0.6213

Summary:
- HOMO level: -9.00 eV

Record 8
This record from OMol25 describes 5 unconnected molecules or ions with the total composition C27H61N3O16S4. The level of theory is ωB97M-V/def2-TZVPD.

Element x y z (Å)
C -5.7399 0.5447 1.2391
C -4.4903 -0.4496 1.4606
N -3.5929 -0.1128 2.6092
C -3.3645 1.3472 2.7875
C -2.7085 2.1006 1.5172
N -1.4780 2.8911 1.8662
C -0.8609 3.5265 0.6693
C 0.5331 4.2834 1.0243
O 1.4258 3.4460 1.8448
C 2.3502 4.3852 2.4434
O 1.7985 5.0883 3.6120
C 3.7629 3.7536 2.8804
C 3.7923 2.1479 2.9565
C 5.2267 1.5470 3.4503
C 6.3457 1.5408 2.2855
C 5.8472 2.3108 4.7243
N -0.5472 2.5516 -0.4444
C -1.3717 2.7378 -1.4554
O -2.4456 2.7735 -2.1147
C -2.3555 -0.8830 2.4364
C -0.8832 -0.4752 2.8988
O -2.4695 -2.0446 1.8864
H -6.0774 1.1127 2.1808
H -5.5291 1.2359 0.3426
H -6.6548 -0.0985 0.9188
H -4.9422 -1.5176 1.5214
H -3.8935 -0.4489 0.4610
H -2.6440 1.4607 3.6940
H -4.3100 1.9386 3.1129
H -2.5420 1.3410 0.6763
H -3.4954 2.8671 1.1236
H -1.8127 3.6769 2.4582
H -1.5669 4.3609 0.2690
H 0.2991 5.2958 1.5081
H 1.1366 4.4977 0.0532
H 2.5859 5.1869 1.6345
H 1.6079 5.9941 3.2488
H 4.6139 4.0686 2.1556
H 3.9987 4.1771 3.9342
H 3.6095 1.6629 1.9149
H 3.0046 1.6876 3.6534
H 5.0768 0.4419 3.7747
H 5.9477 1.8135 1.2453
H 7.1740 2.2950 2.5957
H 6.8514 0.5041 2.3022
H 5.3313 2.0758 5.7241
H 6.9426 1.9344 4.8387
H 5.9101 3.4505 4.6210
H -0.4385 -1.3100 3.5752
H -0.7937 0.4946 3.4948
H -0.1760 -0.3960 1.9930
C 4.4048 -4.6924 5.8896
C 4.1993 -3.6868 7.0070
O 5.4401 -3.1623 7.4755
S 6.1832 -2.0282 6.5911
C 7.3571 -1.5256 7.8184
O 5.2662 -0.9420 6.3564
O 6.8942 -2.6695 5.5165
H 4.7890 -4.2066 4.9896
H 3.4625 -5.1820 5.6330
H 5.1333 -5.4528 6.1823
H 3.5305 -2.8793 6.6946
H 3.7261 -4.1868 7.8562
H 6.8219 -1.0839 8.6588
H 8.0203 -0.7875 7.3661
H 7.9304 -2.3961 8.1359
C -0.8200 1.4250 -4.9291
C -0.0074 0.4105 -5.7107
O 0.8581 1.0444 -6.6510
S 2.2241 1.7223 -6.1095
C 2.9987 1.9464 -7.6866
O 2.9699 0.7412 -5.3633
O 1.9146 3.0188 -5.5651
H -0.1795 2.0177 -4.2708
H -1.5698 0.9258 -4.3111
H -1.3221 2.1219 -5.6045
H 0.5597 -0.2429 -5.0410
H -0.6862 -0.2265 -6.2837
H 3.1904 0.9685 -8.1277
H 3.9380 2.4768 -7.5268
H 2.3405 2.5381 -8.3221
C -2.9305 -6.6461 -2.8128
C -2.6006 -5.2254 -2.3942
O -2.6009 -5.0834 -0.9760
S -1.3214 -5.6260 -0.1438
C -1.7072 -4.8384 1.3940
O -0.1255 -5.0289 -0.6834
O -1.4500 -7.0508 0.0261
H -2.1333 -7.3355 -2.5251
H -3.0573 -6.7095 -3.8961
H -3.8466 -6.9903 -2.3260
H -1.6448 -4.9004 -2.8160
H -3.3694 -4.5507 -2.7802
H -1.6614 -3.7572 1.2593
H -0.9672 -5.1563 2.1294
H -2.7026 -5.1491 1.7099
C -6.4937 -0.6973 -8.8482
C -6.1484 0.7221 -8.4381
O -6.1491 0.8731 -7.0200
S -4.8778 0.3218 -6.1830
C -5.2578 1.1235 -4.6500
O -3.6737 0.9047 -6.7218
O -5.0227 -1.0987 -6.0008
H -5.7046 -1.3939 -8.5551
H -6.6197 -0.7660 -9.9312
H -7.4142 -1.0281 -8.3606
H -5.1886 1.0337 -8.8605
H -6.9089 1.4029 -8.8293
H -5.1995 2.2025 -4.7920
H -4.5224 0.8020 -3.9115
H -6.2572 0.8256 -4.3342

Summary:
- SMILES: CCN(CCN[C@@H](CO[C@@H](O)CCC(C)C)N=C=O)C(C)=O.CCOS(C)(=O)=O.CCOS(C)(=O)=O.CCOS(C)(=O)=O.CCOS(C)(=O)=O
- HOMO level: -9.51 eV